DFT (ωB97M-V with the def2-TZVPD basis set) results for a molecular structure, C27H31LuNOP2 at a distorted geometry.

Its net charge is +1. The HOMO energy (spin up / spin down) is -7.6299 / -7.6489 eV. For the energy above the lowest of the compared OMol25 structures with the same formula, charge and spin, the calculation gives 98.42 kcal per mole. The HOMO-LUMO gap (spin up / spin down) is 5.2 / 5.2 eV.

Last column: Mulliken charge in e.
Element x y z (Å)
C -1.08 3.85 -2.36  -0.751
C -1.04 2.57 -1.81  -0.098
C 0.23 1.99 -1.59  0.445
C 1.39 2.64 -1.99  0.201
C 1.34 3.93 -2.51  -0.776
C 0.09 4.54 -2.70  -1.035
C 2.73 1.99 -1.63  0.819
C 2.64 0.45 -1.59  -0.309
C 1.42 -0.10 -1.23  0.345
C 1.25 -1.51 -1.07  0.092
C 2.36 -2.31 -1.33  -0.747
C 3.61 -1.74 -1.57  -1.326
C 3.76 -0.36 -1.71  -0.845
H -2.05 4.32 -2.53  0.415
H 2.27 4.44 -2.76  0.481
H 0.03 5.54 -3.12  0.374
H 3.43 2.20 -2.46  0.938
H 2.25 -3.40 -1.34  0.699
H 4.49 -2.39 -1.68  0.392
H 4.72 0.10 -1.91  0.515
N 0.36 0.78 -0.87  0.294
Lu -0.06 0.20 0.95  0.601
C -2.31 1.82 -1.46  -1.175
H -2.36 0.86 -2.01  0.403
H -3.19 2.42 -1.73  0.466
C -0.15 -2.08 -0.75  -0.582
H -0.89 -1.27 -0.50  -0.005
H -0.58 -2.50 -1.68  0.858
P -2.48 1.38 0.33  0.991
P -0.36 -3.47 0.43  1.327
C 1.11 -4.44 0.72  -1.684
H 1.00 -5.01 1.65  0.451
H 1.24 -5.15 -0.11  0.439
H 2.01 -3.82 0.79  0.477
C -1.65 -4.51 -0.25  -1.301
H -1.45 -5.56 0.01  0.423
H -2.63 -4.22 0.16  0.400
H -1.68 -4.41 -1.34  0.452
C -2.76 3.02 1.06  -1.333
H -3.82 3.29 0.98  0.414
H -2.48 2.98 2.12  0.287
H -2.14 3.78 0.57  0.342
C -4.14 0.63 0.39  -1.401
H -4.18 -0.02 1.28  0.317
H -4.91 1.41 0.48  0.433
H -4.32 0.02 -0.50  0.380
C 2.96 2.43 -0.30  -0.551
O 2.54 2.19 0.79  -0.407
H 3.64 3.00 -0.92  0.451
C -0.96 -2.88 2.05  -1.139
C -0.32 -1.58 2.55  0.008
C 1.06 -1.35 2.42  -0.086
C 1.60 -0.07 2.65  -0.910
C 0.77 0.98 3.07  -0.602
C -0.59 0.73 3.31  -0.823
C -1.13 -0.54 3.06  -0.390
H -0.75 -3.70 2.75  0.492
H -2.05 -2.78 1.97  0.417
H 1.73 -2.17 2.14  0.425
H 2.68 0.08 2.52  0.430
H 1.20 1.96 3.25  0.415
H -1.23 1.54 3.67  0.662
H -2.20 -0.73 3.20  0.505

=====

DFT (ωB97M-V with the def2-TZVPD basis set) results for a molecular structure, C25H48N7SiY at a distorted geometry.

Its net charge is +2. The HOMO energy is -13.1170 eV. For the energy above the lowest of the compared OMol25 structures with the same formula, charge and spin, the calculation gives 11.73 kcal per mole. The HOMO-LUMO gap is 8.5 eV.

Last column: Mulliken charge in e.
Element x y z (Å)
Y 0.20 -0.72 -0.20  -0.034
C 4.18 -1.17 1.12  -1.516
C 3.22 -0.23 1.79  0.287
C 3.66 0.59 2.81  -0.761
C 2.76 1.44 3.44  -0.760
C 1.44 1.41 3.07  -0.788
C 1.03 0.57 2.03  0.389
N 1.94 -0.22 1.37  0.743
N -0.22 0.45 1.54  1.083
Si -1.68 0.71 2.47  0.007
C -1.53 -0.27 4.09  -0.722
C -2.16 2.54 2.74  -1.123
C -2.91 -0.13 1.26  -0.607
H 4.76 -1.70 1.88  0.533
H 4.90 -0.62 0.51  0.332
H 3.66 -1.90 0.51  -0.024
H 4.70 0.56 3.11  0.554
H 3.10 2.12 4.21  0.490
H 0.70 2.04 3.54  0.449
H -1.08 0.33 4.88  0.398
H -0.91 -1.16 3.95  -0.038
H -2.50 -0.60 4.46  0.461
H -1.43 3.08 3.33  0.382
H -3.10 2.60 3.27  0.389
H -2.28 3.06 1.79  0.287
H -2.45 -1.02 0.80  0.007
H -3.21 0.55 0.46  0.087
H -3.81 -0.44 1.76  0.502
N 2.29 -0.42 -1.85  -0.352
C 3.06 -1.53 -2.46  -0.649
C 2.26 -2.32 -3.50  -1.176
C 0.93 -2.87 -2.96  0.195
C -0.27 -1.96 -3.22  -0.667
N -1.19 -1.96 -2.05  -0.583
H 2.06 0.23 -2.61  0.238
H 2.95 0.09 -1.25  0.274
H 3.36 -2.20 -1.65  0.273
H 3.97 -1.17 -2.94  0.493
H 2.88 -3.15 -3.83  0.399
H 2.07 -1.70 -4.38  0.371
H 1.04 -2.99 -1.88  -0.275
H 0.73 -3.85 -3.39  0.506
H -0.78 -2.29 -4.14  0.508
H 0.06 -0.93 -3.38  0.275
H -1.51 -2.93 -1.93  0.283
H -2.03 -1.44 -2.30  0.212
N 0.49 -3.15 0.75  -0.661
C -0.30 -3.38 1.94  0.813
C -1.66 -3.61 1.81  -0.353
C -2.42 -3.93 2.93  -0.683
C -1.83 -4.00 4.18  -0.594
C -0.47 -3.77 4.31  -0.693
C 0.30 -3.47 3.19  -0.386
H 0.25 -3.90 0.09  0.312
H 1.48 -3.28 1.00  0.212
H -2.13 -3.57 0.84  0.313
H -3.47 -4.15 2.82  0.430
H -2.42 -4.25 5.04  0.438
H -0.01 -3.84 5.27  0.417
H 1.36 -3.31 3.30  0.382
C -3.18 2.65 -2.77  -0.449
C -1.88 2.66 -3.57  -1.167
N -0.72 3.06 -2.78  0.255
C -0.23 4.41 -3.04  -0.744
C -1.10 5.49 -2.41  -1.073
C -0.18 2.25 -1.88  0.894
C 0.98 2.75 -1.06  -1.654
N -0.58 1.02 -1.69  0.737
H -3.99 2.28 -3.40  0.390
H -3.44 3.66 -2.46  0.330
H -3.12 2.03 -1.88  -0.098
H -1.98 3.37 -4.40  0.446
H -1.69 1.67 -4.02  0.455
H -0.20 4.55 -4.12  0.425
H 0.79 4.51 -2.66  0.367
H -2.09 5.52 -2.86  0.323
H -0.64 6.46 -2.58  0.417
H -1.21 5.34 -1.34  0.255
H 0.71 3.68 -0.57  0.565
H 1.85 2.93 -1.69  0.447
H 1.23 2.02 -0.29  -0.101
H -1.38 0.81 -2.28  -0.296

=====

DFT (ωB97M-V with the def2-TZVPD basis set) results for 2 unconnected molecules or ions with the total composition C5H10NO at a distorted geometry.

Its net charge is +1. The HOMO energy (spin up / spin down) is -11.9864 / -14.7692 eV. For the energy above the lowest of the compared OMol25 structures with the same formula, charge and spin, the calculation gives 175.93 kcal per mole. The HOMO-LUMO gap (spin up / spin down) is 5.8 / 11.4 eV.

Last column: Mulliken charge in e.
Element x y z (Å)
C 2.08 0.04 0.47  -0.635
C 0.20 -0.95 -0.68  -0.345
C 1.77 1.29 -0.31  -0.345
C -0.26 0.31 -0.04  0.334
C -3.79 -0.12 0.18  -0.863
N 0.77 -0.57 0.63  -0.091
O 0.36 1.46 -0.28  -0.312
H 2.73 -0.61 0.07  0.426
H 2.34 0.18 1.48  0.361
H -0.61 -1.68 -0.67  0.264
H 0.69 -0.89 -1.58  0.296
H 2.21 2.27 0.01  0.314
H 1.93 1.16 -1.37  0.314
H -3.28 -0.40 -0.71  0.323
H -4.10 -1.06 0.78  0.261
H -3.90 0.83 0.64  0.347
H 0.86 -1.27 1.37  0.350

=====

DFT (ωB97M-V with the def2-TZVPD basis set) results for C6H8N2O3S2 in the gas phase at a distorted geometry.

Its net charge is 0. The SMILES is C[C@H]1S[C@H]2NC(=O)[C@](O)(NC2=O)S1. The HOMO energy is -8.6549 eV. For the energy above the lowest of the compared OMol25 structures with the same formula, charge and spin, the calculation gives 0.00 kcal per mole. The HOMO-LUMO gap is 8.6 eV.

Last column: Mulliken charge in e.
Element x y z (Å)
C 1.90 -0.49 2.52  -1.411
C 0.84 -0.12 1.53  0.180
S 1.62 1.15 0.27  -0.181
C 0.44 1.29 -1.19  -0.108
N 0.36 0.14 -1.99  -0.067
C -0.52 -0.87 -1.87  0.358
O -0.59 -1.93 -2.53  -0.685
C -1.38 -0.72 -0.63  0.302
O -2.44 -1.51 -0.45  -0.586
N -1.67 0.60 -0.35  -0.114
C -0.88 1.71 -0.63  0.258
O -1.30 2.80 -0.45  -0.588
S 0.30 -1.52 0.66  -0.186
H 2.76 -0.88 2.02  0.390
H 1.58 -1.18 3.32  0.407
H 1.99 0.38 3.22  0.350
H 0.10 0.54 1.98  0.369
H 0.84 2.02 -1.76  0.431
H 1.03 -0.04 -2.66  0.209
H -2.39 -2.23 -1.13  0.409
H -2.59 0.84 0.12  0.265

=====

DFT (ωB97M-V with the def2-TZVPD basis set) results for a molecular structure, C25H29CrN2OS4.

Its net charge is +2. As for the multiplicity: 4. The HOMO energy (spin up / spin down) is -13.8273 / -13.9926 eV. For the energy above the lowest of the compared OMol25 structures with the same formula, charge and spin, the calculation gives 2.89 kcal per mole. The HOMO-LUMO gap (spin up / spin down) is 6.5 / 7.9 eV.

Last column: Mulliken charge in e.
Element x y z (Å)
Cr -0.14 -0.04 0.26  0.208
C 2.31 0.96 2.84  -1.615
C 1.42 -0.26 2.84  1.154
C 0.02 -0.15 2.87  -1.100
C -0.78 -1.28 2.96  0.178
C -0.21 -2.54 3.06  -0.729
C 1.17 -2.66 3.05  -0.589
C 1.97 -1.54 2.92  -0.567
H 1.71 1.87 2.85  0.253
H 2.98 0.97 1.98  0.312
H 2.93 0.97 3.74  0.483
H -0.44 0.83 2.90  0.524
H -1.86 -1.17 3.00  0.416
H -0.84 -3.41 3.18  0.500
H 1.62 -3.64 3.16  0.506
H 3.05 -1.65 2.93  0.532
C -3.11 2.00 0.89  -0.810
C -3.20 0.61 0.38  -0.093
N -2.19 -0.21 0.17  1.093
C -2.61 -1.47 -0.23  -0.264
C -3.95 -1.59 -0.35  -0.171
S -4.70 -0.11 0.05  -0.135
C -1.56 -2.47 -0.44  -0.810
C -1.65 -3.74 -0.88  -0.328
S -0.09 -4.43 -0.95  -0.135
C 0.63 -2.98 -0.43  0.263
N -0.27 -2.04 -0.18  1.274
C 2.10 -2.84 -0.26  -1.506
H -2.19 2.47 0.56  -0.264
H -3.12 2.00 1.98  0.319
H -3.96 2.59 0.56  0.559
H -4.52 -2.46 -0.65  0.485
H -2.52 -4.30 -1.15  0.500
H 2.62 -3.23 -1.13  0.507
H 2.44 -3.40 0.61  0.392
H 2.37 -1.79 -0.13  0.144
O 0.05 1.90 0.64  -0.100
S 1.11 2.95 0.19  0.535
C 0.90 4.28 1.42  -0.483
C 0.46 5.53 0.67  -0.819
C -0.45 5.05 -0.46  -0.477
C 0.32 3.91 -1.13  -0.816
H 1.83 4.39 1.98  0.511
H 0.12 3.90 2.09  0.268
H 1.32 6.06 0.26  0.352
H -0.05 6.21 1.35  0.394
H -0.66 5.84 -1.19  0.422
H -1.40 4.69 -0.07  0.161
H 1.16 4.29 -1.73  0.559
H -0.25 3.21 -1.74  0.402
S 0.92 0.40 -1.64  -0.586
C 0.87 -0.91 -2.83  0.787
C -0.35 -1.33 -3.34  -0.416
C -0.37 -2.33 -4.30  -0.687
C 0.81 -2.89 -4.77  -0.609
C 2.03 -2.44 -4.27  -0.587
C 2.07 -1.45 -3.30  -0.584
H -1.27 -0.87 -3.00  0.439
H -1.32 -2.66 -4.71  0.468
H 0.79 -3.66 -5.52  0.446
H 2.95 -2.85 -4.65  0.433
H 3.01 -1.08 -2.92  0.502

=====

DFT (ωB97M-V with the def2-TZVPD basis set) results for 2 unconnected molecules or ions with the total composition C4H4O4 at a distorted geometry.

Its net charge is 0. The SMILES is O=C=CO.O=C=CO. The HOMO energy is -8.4353 eV. For the energy above the lowest of the compared OMol25 structures with the same formula, charge and spin, the calculation gives 115.84 kcal per mole. The HOMO-LUMO gap is 8.3 eV.

Last column: Mulliken charge in e.
Element x y z (Å)
O -2.40 -0.27 -1.00  -0.398
C -1.88 0.10 -0.02  0.581
C -1.30 -0.07 1.13  -0.366
O -0.02 0.45 1.36  -0.542
H -2.06 -0.12 1.96  0.273
H 0.28 0.82 0.44  0.438
O 0.74 -2.47 0.68  -0.405
C 0.78 -1.63 -0.16  0.735
C 0.80 -0.90 -1.26  -0.463
O 0.70 0.48 -1.25  -0.547
H 1.08 -1.42 -2.13  0.361
H 0.25 1.00 -2.00  0.332